{"formula": "C3H10O2", "method": "wB97M-V/def2-TZVPD", "symbols": ["C", "C", "O", "H", "H", "H", "H", "H", "H", "C", "O", "H", "H", "H", "H"], "positions_angstrom": [[-1.2794, 3.2199, -0.9649], [-0.7895, 1.8933, -1.5275], [-0.1124, 2.0425, -2.7527], [-2.3316, 3.4601, -1.1202], [-1.1697, 3.3060, 0.1169], [-0.6802, 4.0185, -1.3919], [-1.6094, 1.2267, -1.7351], [-0.1568, 1.4297, -0.7801], [0.6604, 2.6104, -2.6811], [1.5306, -3.7406, 2.3512], [0.8975, -4.1609, 1.1473], [2.3099, -3.0177, 2.1187], [0.8527, -3.1758, 3.0069], [1.8720, -4.6129, 2.9162], [0.0059, -4.4993, 1.2963]], "e_above_lowest_kcal_mol": 23.5, "smiles": "CCO.CO", "homo_lumo_gap_ev": 11.17, "total_energy_ev": -7367.057, "homo_ev": -10.30}

{"formula": "C38H36MnN3O4P2S4", "method": "wB97M-V/def2-TZVPD", "symbols": ["Mn", "C", "C", "S", "C", "C", "S", "H", "H", "H", "H", "H", "H", "O", "P", "C", "P", "O", "C", "C", "C", "C", "C", "C", "C", "C", "C", "C", "C", "C", "C", "C", "C", "C", "C", "C", "C", "C", "C", "C", "C", "C", "H", "H", "H", "H", "H", "H", "H", "H", "H", "H", "H", "H", "H", "H", "H", "H", "H", "H", "H", "H", "H", "H", "N", "C", "C", "C", "C", "C", "C", "S", "O", "O", "N", "C", "S", "C", "C", "N", "H", "H", "H", "H", "H", "H", "H", "H"], "positions_angstrom": [[1.5173, -0.7230, 0.5417], [5.6274, -0.3519, 2.5932], [4.1698, -0.3886, 2.2261], [3.7987, -0.5677, 0.5937], [3.1635, -0.2779, 3.1890], [3.4617, -0.1408, 4.6527], [1.5242, -0.2871, 2.7588], [6.2495, -0.4346, 1.7059], [5.8770, -1.1766, 3.2636], [5.8774, 0.5781, 3.1074], [4.5293, -0.1284, 4.8528], [3.0156, -0.9701, 5.2039], [3.0223, 0.7793, 5.0420], [-0.4382, -0.4514, 0.3586], [-1.1780, 0.6103, -0.4420], [-0.7934, 2.2220, 0.3187], [0.9738, 2.5318, 0.0619], [1.7094, 1.2178, -0.0698], [1.5795, 3.4589, 1.4621], [0.7960, 4.4037, 2.1201], [1.3289, 5.1233, 3.1780], [2.6399, 4.8997, 3.5755], [3.4217, 3.9569, 2.9210], [2.8956, 3.2341, 1.8625], [1.1505, 3.4790, -1.4398], [2.0103, 3.0053, -2.4255], [2.1487, 3.7145, -3.6093], [1.4336, 4.8865, -3.8038], [0.5802, 5.3634, -2.8153], [0.4388, 4.6624, -1.6305], [-2.9525, 0.4417, -0.4177], [-3.5030, -0.5623, -1.2152], [-4.8750, -0.7565, -1.2239], [-5.6947, 0.0566, -0.4537], [-5.1502, 1.0631, 0.3320], [-3.7786, 1.2573, 0.3549], [-0.6740, 0.6745, -2.1522], [-1.2388, 1.6423, -2.9851], [-0.8746, 1.6984, -4.3178], [0.0342, 0.7761, -4.8248], [0.5776, -0.2012, -4.0038], [0.2234, -0.2536, -2.6636], [-0.9815, 2.1176, 1.3907], [-1.4168, 3.0157, -0.0940], [-0.2309, 4.5782, 1.8200], [0.7222, 5.8546, 3.6941], [3.0536, 5.4637, 4.4007], [4.4434, 3.7891, 3.2349], [3.4927, 2.4892, 1.3500], [2.5496, 2.0803, -2.2686], [2.8118, 3.3482, -4.3813], [1.5412, 5.4361, -4.7294], [0.0300, 6.2818, -2.9688], [-0.2190, 5.0459, -0.8579], [-2.8690, -1.1968, -1.8250], [-5.2947, -1.5456, -1.8329], [-6.7666, -0.0903, -0.4677], [-5.7945, 1.6948, 0.9282], [-3.3649, 2.0399, 0.9781], [-1.9622, 2.3506, -2.5951], [-1.3074, 2.4497, -4.9644], [0.3013, 0.8063, -5.8731], [1.2579, -0.9377, -4.4085], [0.5946, -1.0664, -2.0472], [-5.0058, -6.0774, 1.8243], [-4.0674, -5.5808, 0.9556], [-3.7977, -4.2056, 0.9092], [-2.8436, -3.7102, 0.0466], [-2.1377, -4.5734, -0.7851], [-2.3808, -5.9394, -0.7336], [-3.3374, -6.4398, 0.1284], [-0.9553, -3.9428, -1.9265], [-0.2090, -5.0667, -2.4324], [-1.6077, -3.0727, -2.8687], [-0.0211, -2.9644, -1.0333], [0.8241, -3.4703, -0.1822], [1.1444, -5.1628, 0.1460], [2.3259, -4.7186, 1.3347], [2.4586, -3.3921, 1.4124], [1.6170, -2.6667, 0.5739], [-5.6157, -5.4446, 2.3072], [-5.3270, -7.0217, 1.7181], [-4.3406, -3.5336, 1.5632], [-2.6261, -2.6494, 0.0317], [-1.8116, -6.6007, -1.3724], [-3.5240, -7.5057, 0.1714], [2.8774, -5.4602, 1.8861], [3.1457, -2.8708, 2.0601]], "total_charge": 1, "e_above_lowest_kcal_mol": 24.3, "homo_lumo_gap_ev": [5.89, 5.12], "total_energy_ev": -145887.336, "multiplicity": 4, "homo_ev": [-9.70, -9.72]}

{"formula": "C5H11B", "method": "wB97M-V/def2-TZVPD", "symbols": ["C", "C", "C", "B", "C", "C", "H", "H", "H", "H", "H", "H", "H", "H", "H", "H", "H"], "positions_angstrom": [[-1.6322, 0.8319, 2.0896], [-0.9535, -0.1117, 1.4704], [-0.9080, -0.3679, 0.0221], [0.4744, -0.2013, -0.7814], [1.5272, 0.4818, 0.1517], [0.7203, -0.7339, -2.3101], [-1.6402, 1.0521, 3.2074], [-2.1088, 1.4990, 1.4720], [-0.1932, -0.8292, 1.9991], [-1.4483, -1.4261, -0.0234], [-1.6522, 0.1408, -0.5855], [0.9847, 1.2074, 0.8271], [2.3231, 1.1366, -0.3521], [2.1395, -0.2422, 0.7238], [1.6673, -1.0603, -2.3179], [0.6426, 0.0951, -3.0831], [0.0573, -1.4721, -2.5096]], "e_above_lowest_kcal_mol": 35.1, "smiles": "C=CCB(C)C", "homo_lumo_gap_ev": 10.01, "total_energy_ev": -6038.028, "homo_ev": -9.35}

{"formula": "C6H5F", "method": "wB97M-V/def2-TZVPD", "symbols": ["C", "C", "C", "C", "C", "C", "F", "H", "H", "H", "H", "H"], "positions_angstrom": [[-0.7442, -1.3250, -0.4031], [0.1522, -1.2784, 0.7418], [-0.8114, -0.2943, -1.2175], [0.5878, -0.1471, 1.1600], [-0.5378, 0.7347, -1.9721], [1.0750, 0.9768, 1.6093], [2.2485, 1.6343, 1.3404], [-1.4994, -2.1069, -0.2702], [0.0101, -2.1314, 1.3738], [-0.0570, 0.5646, -2.9218], [-0.9879, 1.6250, -1.7343], [0.5642, 1.7477, 2.2936]], "e_above_lowest_kcal_mol": 92.8, "homo_lumo_gap_ev": 9.55, "total_energy_ev": -9015.864, "homo_ev": -9.13}

{"formula": "C3H15NO6", "method": "wB97M-V/def2-TZVPD", "symbols": ["C", "N", "C", "C", "O", "O", "H", "H", "H", "H", "H", "H", "H", "O", "H", "H", "O", "H", "H", "O", "H", "H", "O", "H", "H"], "positions_angstrom": [[1.3657, 0.9490, 2.4233], [1.3323, 0.3677, 1.0529], [0.4375, -0.8279, 0.9116], [-1.0185, -0.8879, 1.2720], [-1.4760, 0.0530, 1.8880], [-1.8376, -1.8599, 0.9468], [1.9511, 0.3930, 3.1748], [0.4096, 1.2051, 2.9949], [1.9401, 1.8256, 2.1958], [0.8626, 1.1822, 0.4693], [0.9438, -1.7254, 1.2735], [0.4124, -1.0239, -0.1617], [-1.2747, -2.4272, 0.3167], [-1.1307, 2.1489, 0.3716], [-1.7253, 2.9357, 0.4883], [-1.1688, 1.5965, 1.1476], [-0.0906, -2.5157, -2.4564], [0.2150, -1.7687, -1.8776], [-0.7846, -1.8282, -2.8484], [-1.8435, -0.2978, -2.4186], [-1.4968, 0.0783, -3.2886], [-1.2491, 0.1200, -1.9224], [1.3860, 0.6372, -2.1079], [1.5844, 1.2236, -1.3619], [2.2558, 0.4467, -2.4837]], "e_above_lowest_kcal_mol": 65.6, "smiles": "CNCC(=O)O.O.O.O.O", "homo_lumo_gap_ev": 10.17, "total_energy_ev": -17128.057, "homo_ev": -9.85}

{"formula": "C2H4N2OS", "method": "wB97M-V/def2-TZVPD", "symbols": ["C", "C", "N", "N", "O", "S", "H", "H", "H", "H"], "positions_angstrom": [[2.2015, -0.1226, 0.0231], [-1.2937, 0.8626, -0.2908], [3.2552, 0.1214, -0.3125], [0.7568, -0.4018, 0.6740], [-1.2608, -1.8872, -0.0312], [-0.4474, -0.8191, -0.6059], [-2.2615, 0.8842, -0.9641], [-0.4755, 1.6614, -0.2959], [-1.4732, 0.9638, 0.7523], [0.9986, -1.2627, 1.0510]], "e_above_lowest_kcal_mol": 95.0, "homo_lumo_gap_ev": 10.57, "total_energy_ev": -17998.539, "homo_ev": -10.11}